Formula: C58H140N10OS
Source: the OMol25 dataset
Level of theory: the ωB97M-V functional and the def2-TZVPD basis

```
210
Properties=species:S:1:pos:R:3
C 1.59505 3.43959 -6.07831
S 2.87716 4.14931 -5.15764
O 2.24248 4.94275 -4.09345
C 3.48216 2.63806 -4.46287
H 0.92172 2.84489 -5.43174
H 2.10745 2.76140 -6.72888
H 1.07534 4.14851 -6.69835
H 2.72286 2.06570 -4.00332
H 4.27943 2.89054 -3.74074
H 3.89050 1.97866 -5.23333
C -0.48675 3.13841 -2.65932
C -0.96413 4.44795 -2.02821
N -0.96212 4.60155 -0.54535
C 0.32344 4.64964 0.10619
C 0.21912 5.28994 1.49476
C -1.92348 3.73510 0.13285
C -3.36096 3.81616 -0.35287
H -1.07625 2.28130 -2.31797
H 0.55271 2.88890 -2.32664
H -0.50800 3.17412 -3.77365
H -0.31007 5.29913 -2.41425
H -1.93172 4.76012 -2.41488
H 0.82019 3.65044 0.24452
H 0.97213 5.25440 -0.53574
H -0.16903 4.61520 2.28485
H 1.22473 5.63177 1.80357
H -0.42814 6.16968 1.40395
H -1.93890 4.11168 1.17810
H -1.56810 2.66942 0.18146
H -3.57515 3.42583 -1.36616
H -3.67978 4.86283 -0.24934
H -3.93227 3.11537 0.30735
C 7.20923 8.00952 -0.51832
C 6.14917 6.98049 -0.54802
N 5.51110 6.76999 -1.85925
C 4.98054 5.40664 -2.01635
C 3.70475 5.09365 -1.26261
C 4.60892 7.82206 -2.18979
C 4.12671 7.73781 -3.67548
H 7.75454 7.83411 0.40053
H 6.89422 9.04849 -0.50898
H 7.85208 7.86026 -1.39069
H 6.56195 6.01314 -0.28976
H 5.38609 7.28031 0.17255
H 4.69837 5.25133 -3.09597
H 5.80014 4.75608 -1.76299
H 2.91798 5.68731 -1.77180
H 3.40646 4.02376 -1.41295
H 3.69682 5.36077 -0.19793
H 5.18223 8.71960 -1.97002
H 3.67499 7.80635 -1.52274
H 3.50537 6.89425 -3.84698
H 5.03735 7.89757 -4.27079
H 3.49966 8.55712 -3.94651
C 0.12786 -7.71876 -2.50092
C 0.01586 -6.26719 -2.85427
N 1.11961 -5.53097 -2.23864
C 0.87287 -5.46598 -0.80873
C 2.09116 -5.35712 0.07641
C 1.41904 -4.23993 -2.82670
C 2.11157 -4.30589 -4.19333
H -0.52466 -8.32367 -3.16524
H -0.15776 -7.95060 -1.46490
H 1.17971 -8.05520 -2.69083
H 0.03872 -6.12533 -3.97200
H -0.98522 -5.86092 -2.55723
H 0.22048 -4.59680 -0.55444
H 0.32195 -6.37283 -0.55565
H 2.74812 -6.26568 -0.12907
H 2.66315 -4.48023 -0.19261
H 1.76030 -5.33443 1.10941
H 2.07253 -3.72951 -2.08421
H 0.44674 -3.65038 -2.83581
H 3.02701 -4.91793 -4.16740
H 2.43597 -3.30522 -4.49008
H 1.52789 -4.75576 -4.96227
C -3.68783 0.08516 -0.76709
C -4.85969 -0.48766 0.04493
N -5.76452 0.49406 0.55649
C -6.31803 1.40532 -0.47314
C -7.08700 0.72389 -1.52952
C -6.75900 -0.13050 1.39530
C -7.75865 0.83593 2.06572
H -2.88589 -0.65447 -0.92880
H -3.19454 0.92925 -0.26806
H -3.94270 0.45665 -1.76623
H -5.29301 -1.28766 -0.54834
H -4.32324 -1.03214 0.82961
H -6.86008 2.24896 -0.01331
H -5.41017 1.78744 -0.94285
H -7.47066 1.48577 -2.21948
H -6.42588 0.12607 -2.15884
H -7.93347 0.07923 -1.16338
H -6.19613 -0.60163 2.21549
H -7.32586 -0.90271 0.85366
H -8.40513 1.33161 1.32942
H -7.24544 1.48019 2.80288
H -8.38919 0.17003 2.69518
C 0.55001 -0.88615 4.00509
C 1.13501 0.45694 4.35634
N 2.59455 0.53010 4.03404
C 3.41120 -0.27558 4.90541
C 4.75958 -0.70740 4.31815
C 3.03699 1.92992 4.07775
C 2.55582 2.87542 2.96157
H 0.74444 -1.59610 4.79231
H 0.89753 -1.23755 3.06530
H -0.53824 -0.74224 3.99187
H 0.68993 1.21705 3.72021
H 0.97062 0.67514 5.42881
H 3.64202 0.19417 5.84578
H 2.78659 -1.10112 5.28522
H 5.53105 -0.71488 5.13929
H 4.81840 -1.74647 3.95242
H 4.98490 -0.00013 3.56901
H 4.11994 1.99513 3.96259
H 2.78759 2.37611 5.06703
H 1.46950 2.77613 2.79725
H 2.98950 2.69541 1.95091
H 2.75004 3.88266 3.32996
C -5.34572 -2.73149 -4.77126
C -4.75172 -2.09895 -3.55293
N -3.60753 -2.71529 -2.86758
C -4.04224 -3.90732 -2.19180
C -3.43618 -3.88171 -0.75250
C -2.37627 -2.84711 -3.62828
C -1.83513 -1.55387 -4.23437
H -6.26576 -2.23993 -5.14813
H -5.51900 -3.75521 -4.48567
H -4.59028 -2.80304 -5.56184
H -4.52557 -1.07466 -3.79438
H -5.48539 -2.09962 -2.76429
H -5.14974 -3.89092 -2.13821
H -3.77955 -4.79266 -2.83804
H -2.37799 -3.89593 -0.77326
H -3.73301 -2.93776 -0.30114
H -3.79362 -4.64822 -0.13711
H -2.57202 -3.61897 -4.34157
H -1.63807 -3.22557 -2.90336
H -0.78037 -1.58503 -4.51760
H -2.00888 -0.77712 -3.50360
H -2.42150 -1.18006 -5.09951
C 7.95233 -2.40016 1.87066
C 7.37193 -2.17113 0.45925
N 6.04878 -1.62182 0.46033
C 5.06389 -2.58555 0.85731
C 3.65605 -2.02971 1.19481
C 5.70651 -1.02892 -0.77437
C 5.70829 -1.92137 -2.01296
H 7.42000 -3.11773 2.48727
H 7.96758 -1.55585 2.51770
H 8.96807 -2.75798 1.79816
H 8.03985 -1.54547 -0.15623
H 7.38196 -3.16393 -0.00639
H 4.99080 -3.39298 0.09363
H 5.51045 -3.04138 1.73251
H 3.01764 -2.73371 1.73869
H 3.70661 -1.06238 1.68077
H 3.05253 -1.76311 0.31483
H 6.20971 -0.04972 -0.88570
H 4.65191 -0.80952 -0.63695
H 5.14576 -1.47861 -2.82342
H 5.17146 -2.84276 -1.73814
H 6.69596 -2.19490 -2.39948
C -1.85965 -2.53981 1.96607
C -2.15994 -3.09189 3.37918
N -3.33669 -3.92643 3.28786
C -4.57874 -3.09844 3.33718
C -5.71166 -3.67138 2.59432
C -3.34116 -4.85628 4.39210
C -2.40016 -6.02156 4.12500
H -2.81125 -2.21038 1.55545
H -1.52516 -3.37531 1.25303
H -1.17272 -1.73728 1.97628
H -1.28191 -3.59133 3.75181
H -2.22016 -2.20597 4.06361
H -4.81615 -2.78384 4.37430
H -4.24821 -2.14582 2.94066
H -5.39257 -3.85076 1.58478
H -6.09130 -4.58296 3.05703
H -6.54783 -2.91200 2.57935
H -4.35354 -5.36000 4.45097
H -3.13817 -4.33723 5.34988
H -2.71370 -6.48962 3.19623
H -2.49485 -6.71926 4.96794
H -1.33399 -5.77081 4.08638
C -4.19051 3.01859 4.50940
C -4.35571 1.54648 4.76922
C -4.04425 0.78745 3.47133
C -2.65728 1.06159 3.00012
N -1.67497 1.32315 2.54916
H -4.38374 3.63934 5.35971
H -4.78100 3.32625 3.63466
H -3.18613 3.20967 4.18701
H -5.36778 1.28562 5.13573
H -3.68701 1.19523 5.53893
H -4.75571 0.99893 2.65383
H -4.11444 -0.27597 3.58785
C 0.41208 -1.42872 -0.32619
C -0.08819 -0.00633 -0.08092
C 1.04411 0.75437 0.73486
C 2.06919 1.28810 -0.20825
N 2.97069 1.49662 -0.87989
H 1.15164 -1.47873 -1.11379
H -0.39288 -2.17021 -0.50340
H 0.90815 -1.78621 0.56401
H -0.98538 -0.04187 0.46681
H -0.32461 0.54411 -0.99749
H 1.60417 0.13259 1.40720
H 0.62251 1.59950 1.25763
```

Values from the calculation:
Total charge: 0
E_HOMO (eV): -7.6
Electronic energy (Eh): -3314.6152
E_LUMO (Ha): 0.0171